[1]
{"formula": "C9H12AlCdCl2F6", "method": "wB97M-V/def2-TZVPD", "symbols": ["F", "H", "C", "C", "H", "H", "F", "C", "H", "F", "C", "F", "H", "C", "C", "H", "H", "H", "C", "Cl", "H", "C", "Cl", "C", "H", "Al", "H", "F", "H", "Cd", "F"], "coordinates": [[-2.825, 1.199, -1.468], [1.338, -3.943, 0.334], [-0.542, -0.966, -1.851], [1.076, 2.260, -0.049], [0.150, -0.500, -2.705], [1.714, -2.195, -0.299], [-4.242, -0.398, -0.169], [-1.529, -2.010, -2.267], [-1.774, -2.278, -3.400], [-2.675, -0.542, 1.963], [-0.082, -2.241, 1.203], [-0.093, -1.987, 2.689], [2.247, -2.707, 1.441], [2.574, 2.965, 0.159], [1.378, -2.813, 0.664], [3.356, 2.134, -0.191], [-2.155, -2.565, -1.449], [0.278, 2.907, 0.558], [-2.090, 0.395, 0.933], [1.283, 0.923, 2.427], [2.771, 3.098, 1.319], [-3.283, 0.737, -0.137], [0.506, 2.325, -1.831], [1.202, 0.737, 0.549], [-0.876, -3.068, 0.956], [-0.415, -0.474, 0.135], [2.690, 3.963, -0.454], [-4.048, 1.898, 0.457], [2.156, 0.150, 0.212], [3.687, 1.315, -1.384], [-1.777, 1.679, 1.659]], "homo_lumo_gap_ev": 2.752, "lumo_energy_ha": -0.332, "homo_ev": -11.8, "charge": 1}

---

[2]
{"formula": "C9H12BCl3F4NSiTl", "method": "wB97M-V/def2-TZVPD", "symbols": ["H", "H", "Tl", "H", "F", "N", "F", "C", "H", "H", "Cl", "B", "C", "Cl", "H", "Cl", "C", "C", "C", "F", "H", "C", "H", "H", "C", "F", "H", "H", "C", "Si", "H", "C"], "coordinates": [[1.049, -1.577, 2.437], [-2.086, 1.880, 0.920], [1.550, 1.454, 0.486], [-0.745, 3.410, -1.956], [2.059, -0.141, -1.443], [-1.069, 1.673, -0.864], [2.046, -2.381, -1.897], [-2.401, -1.193, 0.867], [-0.565, -3.365, 2.673], [-3.375, -1.095, 0.388], [3.927, 0.561, 4.306], [2.240, -1.138, -2.445], [-1.471, 3.005, -1.251], [5.677, 1.102, 1.691], [-1.492, 3.653, -0.372], [4.570, -1.838, 2.285], [-1.481, -0.157, 0.770], [-0.170, -0.233, 1.293], [0.079, -1.434, 1.978], [3.517, -1.026, -2.962], [-2.978, 0.949, -0.308], [-2.089, -2.357, 1.546], [-0.221, 1.182, -2.703], [-2.810, -3.168, 1.615], [-0.972, 0.804, -2.016], [1.326, -0.927, -3.468], [-2.471, 3.034, -1.724], [-1.937, 0.712, -2.547], [-0.839, -2.462, 2.129], [3.763, 0.130, 2.128], [-0.657, -0.181, -1.687], [-1.973, 1.124, 0.131]], "e_above_lowest_kj_mol": 43.1, "homo_lumo_gap_ev": 5.888, "lumo_energy_ha": 0.167, "homo_ev": -1.3, "charge": -2}

---

[3]
{"formula": "C9H12BF4O3S2Ti", "method": "wB97M-V/def2-TZVPD", "symbols": ["H", "H", "S", "O", "H", "C", "C", "H", "O", "H", "C", "B", "H", "H", "F", "Ti", "H", "C", "C", "O", "C", "F", "H", "H", "F", "C", "F", "C", "C", "H", "S", "H"], "coordinates": [[0.172, -1.327, 2.538], [-1.571, -1.800, -1.336], [1.334, 3.228, -0.743], [1.591, 4.631, -0.902], [2.372, -0.223, -0.990], [-2.064, -2.273, 1.298], [0.403, -1.042, -1.339], [-0.021, -2.005, -3.207], [0.215, 2.949, 0.277], [3.361, -0.541, 1.492], [1.297, -0.511, 0.880], [-2.603, 1.491, 0.600], [-2.387, -3.154, 0.736], [1.614, -1.334, -3.085], [-2.031, 1.091, -0.710], [-0.014, 1.085, -0.258], [2.622, 1.044, 1.609], [-0.739, -1.483, -0.717], [0.567, -1.167, -2.833], [2.463, 2.402, -0.296], [1.442, -0.530, -0.538], [-3.719, 0.712, 0.849], [2.213, -0.207, 2.797], [0.255, -0.267, -3.359], [-1.516, 1.131, 1.476], [0.204, -1.210, 1.460], [-2.853, 2.829, 0.604], [-0.827, -1.667, 0.702], [2.433, -0.019, 1.745], [-1.892, -2.571, 2.333], [0.565, 2.290, -2.374], [-2.885, -1.551, 1.285]], "s2": 2.0108, "spin_multiplicity": 3, "homo_lumo_gap_ev": [6.275, 7.902], "lumo_energy_ha": [0.102, 0.099], "homo_ev": [-3.5, -5.2], "charge": -1}

---

[4]
{"formula": "C9H12ClMnN", "method": "wB97M-V/def2-TZVPD", "symbols": ["C", "C", "C", "C", "H", "H", "H", "H", "C", "H", "H", "N", "H", "Mn", "H", "H", "H", "C", "C", "Cl", "C", "C", "H", "H"], "coordinates": [[0.131, -2.311, 0.466], [-1.229, 1.409, -0.132], [0.886, 2.429, -1.235], [-0.304, -1.349, -1.645], [-1.879, -2.580, -0.602], [-0.820, 1.373, 2.425], [0.307, 3.109, -1.939], [2.322, -1.612, 0.513], [1.331, -1.591, 0.025], [1.653, 1.515, 1.289], [-1.859, 1.954, 0.582], [0.937, 0.968, 0.809], [1.945, 2.126, -1.457], [-0.282, -0.303, 0.309], [-1.766, 1.152, -1.039], [0.013, -0.271, 2.885], [-0.008, -2.843, 1.408], [0.202, 1.776, -0.226], [-0.867, -2.140, -0.601], [-2.133, -0.514, 1.790], [-0.568, 0.336, 2.172], [1.039, -1.024, -1.273], [-0.816, -1.105, -2.590], [1.766, -0.504, -1.934]], "e_above_lowest_kj_mol": 277.6, "s2": 6.1936, "spin_multiplicity": 5, "homo_lumo_gap_ev": [4.710, 5.993], "lumo_energy_ha": [0.131, 0.128], "homo_ev": [-1.1, -2.5], "charge": -1}

---

[5]
{"formula": "C9H12F3NO", "method": "wB97M-V/def2-TZVPD", "symbols": ["H", "H", "H", "F", "H", "H", "N", "H", "C", "C", "H", "H", "F", "F", "H", "H", "C", "H", "H", "C", "O", "C", "C", "C", "C", "C"], "coordinates": [[-1.019, -1.565, -1.586], [0.469, -0.008, 1.469], [1.116, 3.920, -2.033], [-3.355, -0.380, -0.310], [1.257, -0.950, -0.048], [-1.310, -1.827, 1.850], [-0.661, -1.364, -0.684], [-0.948, -0.825, 3.284], [-2.357, 0.490, -0.635], [0.793, -1.643, -0.751], [-0.721, 1.151, 1.468], [-2.361, -0.325, 2.340], [-2.468, 0.594, -1.990], [-2.583, 1.676, -0.005], [1.237, 1.741, -3.854], [1.006, -2.683, -0.395], [0.938, 1.822, -2.813], [1.224, -1.808, -1.760], [-0.172, 2.782, 0.004], [0.820, 2.844, -1.845], [0.392, 0.687, -2.393], [0.218, 2.144, -0.781], [-0.538, 0.151, 1.251], [-0.111, 0.920, -1.107], [-0.897, -0.014, -0.240], [-1.361, -0.789, 2.220]], "s2": 2.0208, "spin_multiplicity": 3, "homo_lumo_gap_ev": [5.646, 7.399], "lumo_energy_ha": [0.033, -0.067], "homo_ev": [-4.7, -9.2], "charge": 0}

---

[6]
{"formula": "C9H12INO3Si", "method": "wB97M-V/def2-TZVPD", "symbols": ["O", "C", "H", "H", "C", "H", "H", "H", "Si", "H", "C", "C", "H", "C", "H", "H", "N", "H", "O", "C", "H", "H", "C", "I", "C", "O", "C"], "coordinates": [[-1.661, 1.208, -1.823], [0.767, -2.854, 0.265], [3.814, 0.199, 1.704], [4.103, -1.382, 1.638], [1.979, -2.424, 0.684], [-1.960, -0.533, -2.830], [0.619, 3.593, 0.980], [2.873, -2.992, 0.757], [-1.171, 0.880, -0.344], [-1.196, -2.346, -0.394], [-0.219, -1.949, -0.046], [-2.400, 0.463, -2.802], [-1.192, 3.851, 1.396], [-3.205, 0.032, 1.017], [-2.305, 0.804, -3.752], [-0.204, 2.344, 2.026], [3.451, -0.634, 1.418], [1.394, 0.867, 1.011], [-0.891, 2.393, 0.028], [1.148, -0.176, 0.802], [0.600, -3.881, 0.225], [-3.507, 0.592, -2.606], [-0.448, 3.068, 1.162], [-5.120, -0.666, 0.053], [2.217, -1.051, 1.045], [-3.242, -0.019, 2.189], [-0.091, -0.598, 0.210]], "s2": 2.0078, "spin_multiplicity": 3, "homo_lumo_gap_ev": [5.552, 6.176], "lumo_energy_ha": [0.021, -0.078], "homo_ev": [-5.0, -8.3], "charge": 0}

---

[7]
{"formula": "C9H12N2", "method": "wB97M-V/def2-TZVPD", "symbols": ["H", "C", "H", "C", "H", "C", "N", "C", "C", "H", "C", "N", "C", "H", "H", "H", "H", "C", "H", "H", "H", "H", "C"], "coordinates": [[0.489, -2.673, 1.385], [-0.868, -0.325, -0.406], [0.076, -1.158, 2.050], [1.491, 1.301, 0.477], [0.541, 2.973, 2.671], [-1.115, -1.106, -2.710], [0.311, -1.710, 1.175], [-0.212, -1.506, -0.068], [0.133, 1.482, 1.078], [1.563, 1.422, -0.637], [0.122, -2.370, -1.107], [-0.946, 0.826, 0.452], [-0.172, 2.376, 1.995], [0.534, -3.396, -0.841], [-1.445, -0.954, -3.803], [-2.335, 0.493, -1.892], [0.101, -2.791, -3.288], [-0.277, -2.153, -2.405], [-1.770, 0.850, 1.030], [2.213, 2.032, 0.834], [-1.154, 2.409, 2.312], [1.747, 0.298, 0.543], [-1.441, -0.167, -1.667]], "e_above_lowest_kj_mol": 245.4, "homo_lumo_gap_ev": 8.763, "lumo_energy_ha": 0.035, "homo_ev": -7.8, "charge": 0}

---

[8]
{"formula": "C9H12N2", "method": "wB97M-V/def2-TZVPD", "symbols": ["H", "C", "H", "H", "C", "C", "C", "C", "H", "C", "H", "H", "N", "H", "H", "C", "H", "H", "N", "C", "H", "H", "C"], "coordinates": [[-3.959, 1.644, -0.499], [3.061, -0.215, 1.110], [2.647, 1.261, -1.739], [-1.519, 2.084, -0.541], [-1.046, -1.564, 0.162], [1.861, 0.342, 1.013], [1.997, 0.427, -1.612], [-1.260, 1.116, -0.255], [1.317, 0.670, 1.884], [-0.080, -2.348, 0.407], [-4.509, 0.176, 0.496], [3.713, -0.774, 0.417], [-2.152, -1.035, 0.223], [0.196, -2.904, -0.509], [3.414, -0.334, 2.169], [-3.603, 0.913, 0.214], [2.691, -0.452, -1.905], [-3.471, 1.485, 1.097], [-2.403, 0.257, -0.164], [-0.034, 0.659, -0.400], [1.294, 0.484, -2.524], [0.586, -2.384, 1.259], [1.259, 0.493, -0.305]], "e_above_lowest_kj_mol": 679.6, "homo_lumo_gap_ev": 8.593, "lumo_energy_ha": 0.024, "homo_ev": -8.0, "charge": 0}

---

[9]
{"formula": "C9H12N2O", "method": "wB97M-V/def2-TZVPD", "symbols": ["H", "H", "H", "C", "N", "C", "H", "C", "C", "H", "O", "H", "C", "H", "N", "H", "C", "C", "C", "C", "H", "H", "H", "H"], "coordinates": [[-0.207, -2.279, 1.673], [2.092, 2.019, -0.272], [-3.305, 0.383, 0.228], [3.348, -1.146, -0.153], [-0.346, 0.903, -0.207], [2.076, -1.783, -0.039], [-1.103, 2.159, 1.240], [0.891, -1.112, 0.078], [2.051, 0.924, -0.328], [-3.609, 0.052, -1.637], [-2.194, -1.287, -0.585], [4.243, 0.846, -0.456], [-0.343, -1.872, 0.563], [4.224, -1.685, -0.280], [-1.534, -1.081, 0.609], [-0.401, -2.750, -0.101], [0.786, 0.273, -0.139], [3.310, 0.262, -0.307], [-0.399, 2.225, 0.398], [-3.290, -0.394, -0.598], [-0.832, 2.903, -0.445], [0.522, 2.545, 0.679], [-4.176, -0.949, -0.255], [1.964, -2.911, 0.025]], "e_above_lowest_kj_mol": 604.9, "homo_lumo_gap_ev": [8.472, 7.124], "lumo_energy_ha": [0.021, -0.028], "homo_ev": [-7.9, -7.9], "charge": 0}

---

[10]
{"formula": "C9H12N2O2S", "method": "wB97M-V/def2-TZVPD", "symbols": ["H", "H", "H", "C", "C", "H", "H", "S", "C", "H", "N", "C", "C", "H", "H", "H", "N", "C", "H", "H", "C", "C", "O", "C", "O", "H"], "coordinates": [[0.229, -3.727, -1.063], [0.926, -0.012, -1.078], [1.701, -2.994, -1.539], [1.253, -0.594, -0.201], [2.747, -0.773, -0.255], [-2.540, 3.335, -1.010], [-3.039, 0.454, -0.767], [0.198, -1.025, 2.420], [-2.143, 2.380, -1.430], [-2.806, 2.197, -2.267], [1.830, 1.131, 1.808], [0.894, 0.340, 1.229], [-0.414, 1.068, 0.974], [2.795, 0.986, 1.888], [1.472, 1.902, 2.311], [-0.520, -3.039, 1.476], [3.867, -0.624, -0.428], [0.530, -1.869, -0.085], [0.065, -2.303, -1.962], [-1.034, 2.547, -1.664], [0.177, -2.244, 1.192], [0.633, -2.832, -1.252], [-0.618, 2.077, 1.595], [-2.387, 1.273, -0.342], [-1.115, 0.643, -0.053], [-2.699, 1.705, 0.503]], "e_above_lowest_kj_mol": 224.4, "homo_lumo_gap_ev": 8.757, "lumo_energy_ha": 0.022, "homo_ev": -8.2, "charge": 0}

---

[11]
{"formula": "C9H12N2OP", "method": "wB97M-V/def2-TZVPD", "symbols": ["H", "C", "H", "C", "N", "H", "P", "H", "C", "C", "N", "H", "H", "C", "H", "C", "H", "C", "H", "C", "H", "H", "H", "C", "O"], "coordinates": [[-4.027, -1.484, 0.547], [3.570, -1.109, 0.270], [1.702, -2.186, -0.230], [2.130, 1.179, -0.381], [-0.775, 1.062, -0.836], [-1.750, -1.376, 1.730], [-0.122, -0.287, -1.424], [5.041, 0.468, 1.030], [-2.118, 1.439, -0.841], [4.091, 0.168, 0.502], [-1.998, -1.828, 0.793], [-2.642, 1.136, -1.834], [-2.769, 0.751, 1.348], [-3.051, 0.536, 0.254], [-2.308, 2.472, -0.584], [1.570, -0.100, -0.623], [3.669, 2.174, 0.764], [3.256, 1.298, 0.379], [4.055, -1.989, 0.750], [-3.129, -1.093, 0.175], [1.448, 2.008, -0.629], [-4.040, 1.010, -0.042], [-3.254, -1.384, -0.915], [2.236, -1.208, -0.166], [-0.784, -1.657, -0.036]], "homo_lumo_gap_ev": 6.747, "lumo_energy_ha": 0.135, "homo_ev": -3.1, "charge": -1}

---

[12]
{"formula": "C9H12N3O", "method": "wB97M-V/def2-TZVPD", "symbols": ["C", "C", "O", "H", "C", "C", "H", "N", "H", "H", "N", "H", "H", "C", "C", "H", "C", "H", "N", "H", "H", "C", "H", "H", "C"], "coordinates": [[-2.233, -0.968, 0.036], [1.457, 0.442, 0.453], [0.830, 0.672, -1.931], [-4.050, 1.791, 0.141], [-0.794, 0.969, 0.211], [-3.352, -0.262, -0.113], [-0.377, -1.857, -1.698], [-0.968, -0.415, 0.194], [0.150, -1.780, 1.179], [2.473, 0.064, 2.291], [0.501, 1.468, 0.319], [3.302, 1.176, 1.220], [3.168, -0.782, 0.827], [-1.970, 1.699, 0.134], [1.458, 1.162, -0.807], [-1.972, 2.733, 0.115], [0.214, -1.250, 0.184], [-2.179, -1.991, 0.019], [0.218, -2.122, -0.833], [2.196, 1.869, -0.956], [0.983, -2.736, -1.126], [-3.202, 1.148, -0.012], [-4.355, -0.621, 0.081], [1.511, 0.831, -2.607], [2.642, 0.184, 1.252]], "e_above_lowest_kj_mol": 441.7, "homo_lumo_gap_ev": 7.869, "lumo_energy_ha": -0.154, "homo_ev": -12.0, "charge": 1}

---

| no. | DFT total energy (Eh) |
| --- | --- |
| 1 | -2279.1604 |
| 2 | -2672.1901 |
| 3 | -2646.4356 |
| 4 | -2015.8525 |
| 5 | -779.5219 |
| 6 | -1217.6916 |
| 7 | -459.5941 |
| 8 | -459.4287 |
| 9 | -534.6810 |
| 10 | -1008.2491 |
| 11 | -876.1391 |
| 12 | -589.2778 |